# 1
48
Properties=species:S:1:pos:R:3:forces:R:3 method="wB97M-V/def2-TZVPD" spin_multiplicity=2 e_tot_ha=-2647.073512 e_lumo_ev="-0.9 / -1.0" homo_ev="-8.79 / -8.62" de_lowest_kcal_mol=22.7 max_force_ev_per_a=0.51
Ru 0.2488 0.1277 -0.7214 0.253 0.284 0.343
O 3.4047 2.4392 -1.5255 -0.020 0.010 -0.053
C 2.4988 1.3961 -1.4365 -0.026 -0.053 0.051
O 1.3778 1.7577 -0.8072 -0.015 -0.034 -0.040
C 2.2064 0.8617 -2.8471 -0.016 -0.002 0.006
O 0.9761 0.0924 -2.8660 -0.044 -0.081 -0.033
C 1.1529 -1.3111 -3.1192 -0.071 0.029 -0.055
C 1.5449 -2.1069 -1.8762 0.169 0.064 0.100
O 2.0581 -3.1914 -1.9992 -0.060 -0.052 -0.022
O 1.2838 -1.5329 -0.7266 -0.023 -0.068 -0.202
H 3.0904 3.1196 -0.9162 0.005 0.002 -0.002
H 3.0284 0.2566 -3.2274 -0.001 -0.009 0.012
H 2.0467 1.7263 -3.4866 0.010 0.003 -0.002
H 1.8942 -1.4660 -3.9013 0.005 -0.016 0.007
H 0.1871 -1.6773 -3.4683 0.000 -0.005 -0.020
O -1.1579 1.6445 -0.5165 -0.122 -0.005 -0.122
C -2.3919 1.5410 -0.5088 -0.005 -0.037 0.063
C -3.1698 0.3450 -0.5524 0.014 0.034 0.000
C -4.5693 0.4939 -0.5286 0.022 -0.021 -0.032
C -5.3712 -0.6070 -0.5471 -0.051 -0.012 -0.037
C -4.8245 -1.9058 -0.5804 -0.018 0.010 -0.002
C -3.4745 -2.0772 -0.5973 0.016 0.022 0.004
C -2.5829 -0.9610 -0.5888 -0.007 0.010 0.009
O -1.3259 -1.1858 -0.5915 -0.062 -0.068 -0.135
N -6.8233 -0.4381 -0.5244 -0.039 0.001 0.180
O -7.5073 -1.4442 -0.5224 0.057 0.037 -0.065
O -7.2651 0.6956 -0.4853 0.048 -0.045 -0.064
H -2.9549 2.4802 -0.4449 0.000 0.002 -0.002
H -5.0155 1.4792 -0.4993 0.001 0.007 0.003
H -5.4956 -2.7527 -0.5907 -0.004 0.000 -0.002
H -3.0315 -3.0633 -0.6208 0.002 0.001 -0.001
Cl 5.7683 0.6341 0.1330 0.000 0.000 0.001
C 4.4105 0.5384 1.1892 0.011 -0.009 0.012
C 4.6838 0.5740 2.5664 0.013 0.006 -0.009
C 3.6590 0.4787 3.4444 -0.012 -0.007 0.020
Cl 4.0144 0.5246 5.1414 -0.002 0.002 -0.008
C 2.3188 0.3342 2.9967 0.012 0.010 0.017
C 1.2638 0.2123 3.9260 0.012 -0.004 0.003
C -0.0167 0.0503 3.4999 -0.003 0.005 -0.023
C -0.2425 0.0219 2.1228 -0.005 -0.011 0.038
N 0.7124 0.1466 1.2302 -0.059 0.009 0.061
C 2.0380 0.2987 1.6012 0.008 0.002 -0.029
C 3.1444 0.4091 0.6645 -0.022 0.005 0.017
O 3.0929 0.2932 -0.6904 0.016 -0.017 0.014
H 5.7041 0.6738 2.9052 0.000 0.001 -0.002
H 1.4959 0.2419 4.9803 0.001 0.003 -0.001
H -0.8444 -0.0548 4.1852 0.001 -0.003 0.002
H -1.2409 -0.1129 1.7283 0.009 -0.001 0.001

=====

# 2
64
Properties=species:S:1:pos:R:3:forces:R:3 method="wB97M-V/def2-TZVPD" spin_multiplicity=2 e_tot_ha=-2998.250660 e_lumo_ev="-11.3 / -10.9" homo_ev="-16.42 / -16.48" de_lowest_kcal_mol=7.3 total_charge=+3 max_force_ev_per_a=0.59
Re -1.2590 1.1127 0.5176 0.477 -0.070 0.289
S -2.0734 0.8673 2.7870 -0.046 -0.192 0.105
C -2.8500 -0.3895 1.9302 -0.200 0.078 0.481
N -2.4366 -0.4672 0.6273 0.303 0.438 -0.173
C -3.1008 -1.4935 -0.0641 -0.243 -0.154 -0.129
C -2.9023 -1.9050 -1.3754 -0.035 -0.012 0.021
C -3.6693 -2.9585 -1.8482 -0.028 -0.010 0.050
C -4.6073 -3.5968 -1.0342 0.070 0.047 -0.065
C -4.7948 -3.2068 0.2830 0.091 0.115 0.055
C -4.0275 -2.1517 0.7537 0.016 -0.043 -0.201
S -4.0463 -1.4826 2.3787 0.118 0.105 -0.025
H -2.1684 -1.4319 -2.0145 -0.011 -0.010 0.027
H -3.5375 -3.2933 -2.8677 -0.004 -0.009 -0.004
H -5.1940 -4.4125 -1.4330 -0.003 -0.008 -0.008
H -5.5140 -3.7081 0.9156 -0.009 -0.011 0.015
I -1.1280 1.3724 -2.0957 0.100 0.197 -0.147
C 0.1079 -0.0902 -2.9494 -0.058 -0.130 -0.260
C -0.2482 -0.3507 -4.2541 0.152 -0.008 0.256
C 0.5962 -1.1162 -5.0761 0.071 -0.022 0.106
C 1.7926 -1.5395 -4.5752 -0.083 0.038 -0.049
C 2.1766 -1.2668 -3.2387 0.038 -0.045 0.007
C 3.4559 -1.6884 -2.8029 0.008 0.040 0.122
C 3.8895 -1.4443 -1.5300 -0.047 -0.013 -0.132
C 3.0140 -0.8274 -0.6303 -0.021 -0.013 -0.008
C 1.7498 -0.4035 -1.0005 0.010 0.079 0.023
P 0.8171 0.0237 0.4790 0.002 -0.578 -0.113
C 1.5433 1.4599 1.2703 -0.344 0.058 -0.128
C 1.3582 1.7287 2.6358 -0.028 0.015 0.119
C 1.8767 2.8898 3.1803 -0.002 -0.037 0.010
C 2.5442 3.8027 2.3683 -0.009 -0.009 0.014
C 2.7047 3.5548 1.0073 0.026 0.003 -0.034
C 2.2087 2.3898 0.4552 0.067 0.091 -0.118
C 0.7788 -1.4670 1.4792 0.008 0.025 0.078
C 0.0103 -2.5201 0.9696 0.035 0.025 0.029
C -0.0268 -3.7309 1.6360 -0.007 0.002 -0.013
C 0.7067 -3.9017 2.8055 0.011 -0.004 0.002
C 1.4937 -2.8702 3.2949 0.007 0.010 -0.001
C 1.5375 -1.6498 2.6356 -0.023 0.059 -0.069
C 1.3085 -0.5642 -2.3503 -0.093 0.070 -0.083
H -1.1617 0.0510 -4.6731 -0.029 0.025 0.008
H 0.3089 -1.3222 -6.0970 -0.005 -0.012 -0.011
H 2.4830 -2.0894 -5.2014 0.005 0.001 -0.009
H 4.0933 -2.2038 -3.5099 0.003 -0.014 -0.001
H 4.8724 -1.7520 -1.2037 0.015 0.003 -0.004
H 3.3411 -0.7140 0.3984 0.003 -0.008 0.008
H 0.8187 1.0362 3.2683 0.029 -0.085 0.005
H 1.7670 3.0838 4.2385 0.007 0.006 0.030
H 2.9505 4.7079 2.8001 0.000 0.015 0.009
H 3.2397 4.2604 0.3865 0.001 0.012 -0.005
H 2.3647 2.1821 -0.5976 -0.019 -0.001 0.037
H -0.5323 -2.4083 0.0388 -0.022 -0.004 -0.040
H -0.6098 -4.5499 1.2364 -0.006 0.000 -0.003
H 0.6814 -4.8508 3.3229 0.000 -0.014 0.012
H 2.0876 -3.0169 4.1864 0.005 0.004 0.011
H 2.1891 -0.8741 3.0110 -0.004 0.109 0.038
N -1.1762 6.3783 -0.5011 -0.097 0.079 -0.069
N -1.2015 5.2355 0.2292 -0.019 -0.179 0.087
N -1.0503 5.2585 1.5420 0.037 0.084 0.040
C -1.0203 3.9799 1.8359 -0.027 0.027 0.198
N -1.1431 3.2255 0.7300 -0.270 -0.256 -0.197
N -1.2641 4.0693 -0.3026 0.011 0.025 -0.178
H -1.4547 7.1569 0.0890 0.038 0.019 -0.018
H -1.7465 6.2810 -1.3346 0.033 0.035 -0.017
H -0.9238 3.6019 2.8381 -0.003 0.009 0.018

=====

# 3
16
Properties=species:S:1:pos:R:3:forces:R:3 method="wB97M-V/def2-TZVPD" smiles="C1=CCC=C1.O=[SiH]O" spin_multiplicity=1 e_tot_ha=-635.268878 e_lumo_ev=0.4 homo_ev=-8.51 de_lowest_kcal_mol=0.0 max_force_ev_per_a=5.98
C 2.0534 -0.8619 -0.9382 2.083 -5.611 0.017
C 2.1553 -1.1965 0.3957 -0.613 3.076 -1.991
C 1.5213 -0.1090 1.2179 0.035 0.674 -2.687
C 0.9552 0.7685 0.1118 -0.102 -0.321 0.132
C 1.2769 0.2559 -1.0930 -2.555 4.340 -1.938
H 2.3981 -1.5618 -1.8089 -0.498 1.552 1.790
H 2.6771 -1.9134 0.8881 1.430 -2.415 0.786
H 0.7541 -0.5443 1.8160 -0.521 0.041 1.030
H 2.2332 0.5558 1.7061 0.126 -0.432 0.703
H 0.4630 1.7027 0.2706 -0.381 0.327 0.144
H 0.9407 0.7747 -2.0905 0.930 -1.237 1.996
O -4.0607 -0.9416 0.8545 -0.096 0.280 0.051
Si -3.8618 0.4411 0.2670 1.274 0.498 -1.452
O -2.8728 0.7852 -1.0675 -0.945 -0.353 1.685
H -4.4114 1.7510 0.7484 0.188 -0.601 -0.334
H -2.2216 0.0937 -1.2778 -0.354 0.184 0.066

=====

# 4
68
Properties=species:S:1:pos:R:3:forces:R:3 method="wB97M-V/def2-TZVPD" spin_multiplicity=1 e_tot_ha=-1375.278617 e_lumo_ev=2.7 homo_ev=-0.71 total_charge=-1 max_force_ev_per_a=4.09
C -1.7647 2.2631 -1.7815 0.929 0.210 -0.199
C -2.6082 1.0408 -2.3561 1.378 1.242 -1.365
O -3.8542 0.7678 -1.6626 1.077 -0.788 1.717
C -3.6804 0.6601 -0.2637 -0.758 2.805 2.480
O -3.8883 1.6984 0.4232 0.408 -3.277 -2.407
C -3.3072 -0.6621 0.5312 -0.388 -0.366 -1.024
C -2.5231 -1.7768 -0.3135 0.083 -1.223 1.012
C -1.0476 -2.0710 0.3022 -0.047 0.131 -0.846
C 0.1613 -1.5762 -0.6364 -0.835 1.034 0.670
C 0.8911 -0.2611 -0.0816 0.843 0.079 -0.693
C 1.3435 -0.3415 1.4437 -2.444 -0.418 -0.559
F 2.6981 0.0872 1.6950 -1.275 -0.476 -0.206
H -2.2860 3.2741 -1.8440 0.293 -1.416 0.173
H -1.3892 2.1047 -0.7149 -0.693 0.107 -1.390
H -0.8044 2.3469 -2.4299 -1.874 -0.198 1.323
H -2.9021 1.3291 -3.4306 0.153 -0.526 1.625
H -1.9086 0.1525 -2.4559 -1.052 0.882 0.511
H -4.2772 -1.1591 0.9032 1.123 1.106 -0.668
H -2.7668 -0.3309 1.4854 -0.550 -0.382 -1.580
H -2.5034 -1.5758 -1.4334 0.065 -0.050 1.556
H -3.1005 -2.7692 -0.1900 0.505 1.459 -0.259
H -1.0547 -1.6407 1.3573 0.154 -0.567 -1.628
H -0.9405 -3.2146 0.4298 -0.433 1.480 -0.076
H -0.3220 -1.2614 -1.6402 0.708 -0.422 1.198
H 0.2914 0.7089 -0.2831 0.834 -1.002 0.682
H 1.8567 -0.1327 -0.6998 -1.308 -0.144 0.844
H 1.1441 -1.4195 1.7886 1.129 1.467 -0.436
H 0.5995 0.2961 2.0452 1.615 -0.616 -0.555
C 5.5238 -2.8268 -2.6028 -0.167 -0.180 -0.284
C 4.7499 -1.7170 -1.9375 -0.843 0.336 -0.123
O 3.6576 -1.3824 -2.3394 0.635 -0.102 -0.070
C 5.3873 -1.0400 -0.7524 -0.228 0.275 0.098
H 4.9433 -3.2210 -3.4391 0.025 0.063 0.120
H 6.4722 -2.4420 -2.9848 0.095 -0.107 0.158
H 5.7032 -3.6343 -1.8897 0.184 0.062 -0.013
H 6.3300 -0.5753 -1.0520 0.115 -0.166 0.091
H 5.5607 -1.7681 0.0429 0.159 0.044 -0.031
H 4.7176 -0.2641 -0.3761 0.003 -0.163 -0.016
C -0.6098 4.1111 4.3056 0.427 0.076 0.101
C -0.7656 3.2046 3.1107 0.372 -0.370 -0.457
O 0.2022 2.7608 2.5283 -0.336 0.335 0.333
C -2.1670 2.8740 2.6707 0.340 -0.204 -0.210
H 0.4525 4.2628 4.5085 -0.110 -0.036 -0.043
H -1.0690 5.0804 4.0994 -0.152 -0.069 0.138
H -1.0720 3.6529 5.1826 -0.149 0.150 -0.028
H -2.6943 3.7890 2.3922 -0.139 -0.071 0.129
H -2.6978 2.3616 3.4765 -0.127 0.164 -0.001
H -2.1300 2.2150 1.8032 -0.041 0.135 0.151
C -0.3882 0.9295 -6.2707 -0.276 -0.219 0.113
C 0.2234 1.5545 -5.0442 -0.192 -0.248 0.721
O -0.1596 1.2628 -3.9306 0.462 -0.054 -1.061
C 1.3290 2.5556 -5.2535 0.101 0.120 0.337
H -1.1696 0.2298 -5.9682 0.113 0.081 0.009
H -0.8346 1.7033 -6.8993 0.160 -0.035 -0.130
H 0.3746 0.3826 -6.8288 -0.023 0.148 -0.119
H 0.9590 3.4018 -5.8369 0.109 -0.081 -0.159
H 2.1681 2.0809 -5.7665 -0.062 0.109 -0.139
H 1.6731 2.9218 -4.2845 -0.056 -0.091 -0.095
C -0.0270 -2.0513 5.6557 0.155 0.337 -0.053
C -0.6591 -2.5761 4.3927 0.032 0.431 -0.721
O -0.6323 -1.9376 3.3625 -0.109 -0.327 1.110
C -1.3258 -3.9254 4.4587 -0.141 -0.095 -0.344
H 0.4141 -1.0722 5.4589 -0.051 -0.127 -0.035
H -0.7854 -1.9441 6.4346 0.091 -0.172 0.091
H 0.7616 -2.7304 5.9870 -0.129 -0.040 0.150
H -2.1421 -3.9017 5.1842 0.129 -0.115 0.125
H -0.5951 -4.6881 4.7367 -0.104 -0.002 0.174
H -1.7357 -4.1740 3.4778 0.087 0.077 0.084